(1)
Density functional theory data (ωB97M-V/def2-TZVPD) for a molecular structure, C48H59BN6PPtS3.

Last column: Löwdin spin population.
CARTESIAN COORDINATES (ANGSTROEM)
Pt: -1.353104 -1.157917 -0.254925  0.84
C: 0.643398 -0.662406 4.646686  0.01
C: 1.279613 -0.327308 3.339013  0.01
C: 2.455066 0.365219 3.229701  0.00
C: 2.978893 0.690385 1.954836  0.01
N: 2.384099 0.254642 0.872399  0.01
N: 1.268251 -0.464177 0.965583  0.03
B: 0.799362 -1.041556 -0.403306  0.12
N: 1.446668 -2.431635 -0.607790  0.04
N: 2.770285 -2.444591 -0.557354  0.02
C: 3.411780 -3.585659 -0.700597  0.01
C: 2.688681 -4.795495 -0.812829  0.00
C: 1.321109 -4.788750 -0.884100  0.02
C: 0.496367 -6.028305 -0.991166  0.01
C: 0.700866 -3.518564 -0.821552  0.03
S: -0.999814 -3.339508 -1.037494  0.32
C: 4.922475 -3.578841 -0.788266  0.00
C: 5.298571 -4.186065 -2.154355  0.00
C: 5.462311 -2.150465 -0.675062  0.00
C: 5.523744 -4.435636 0.335837  0.00
N: 1.114605 -0.065061 -1.538918  0.04
N: 2.023851 -0.366191 -2.458070  0.01
C: 2.342153 0.533797 -3.358394  0.01
C: 1.804332 1.844540 -3.290322  0.00
C: 0.829571 2.142527 -2.376157  0.01
C: 0.174505 3.481117 -2.258329  0.00
C: 0.430616 1.083865 -1.536394  0.04
S: -1.010177 1.170351 -0.560379  0.25
C: 3.273007 0.153238 -4.487405  0.00
C: 2.515974 0.346999 -5.815505  0.00
C: 3.715627 -1.306100 -4.382118  0.00
C: 4.510798 1.063737 -4.448676  0.00
C: 0.659518 -0.731776 2.126435  0.04
S: -0.857358 -1.539887 2.159669  0.43
C: 4.229461 1.534584 1.798175  0.00
C: 3.967417 2.913340 2.425183  0.00
C: 4.580542 1.700201 0.317327  0.00
C: 5.380668 0.838973 2.542525  0.00
H: 1.177139 -0.195575 5.471123  0.00
H: 0.639084 -1.742976 4.809084  0.00
H: -0.398758 -0.338388 4.662231  0.01
H: 2.972875 0.678201 4.126980  0.00
H: 3.222933 -5.736417 -0.834210  0.00
H: 1.125168 -6.910974 -1.067161  0.00
H: -0.162021 -5.986083 -1.861438  0.00
H: -0.142914 -6.126409 -0.110997  0.00
H: 4.762180 -3.701799 -2.970436  0.00
H: 5.084618 -5.254953 -2.191104  0.00
H: 6.367292 -4.058207 -2.321813  0.00
H: 4.911379 -1.472158 -1.325106  0.00
H: 6.515733 -2.125851 -0.950034  0.00
H: 5.366415 -1.792386 0.350957  0.00
H: 5.269518 -5.490983 0.228723  0.00
H: 5.187702 -4.092912 1.315989  0.00
H: 6.609827 -4.356984 0.304279  0.00
H: 2.133108 2.602756 -3.988174  0.00
H: 0.575389 4.181348 -2.986428  0.00
H: 0.333867 3.883454 -1.255478  0.00
H: -0.904351 3.392810 -2.407536  0.00
H: 1.611192 -0.262956 -5.840545  0.00
H: 3.159499 0.028655 -6.634390  0.00
H: 2.246541 1.389486 -5.989216  0.00
H: 2.859084 -1.970423 -4.261448  0.00
H: 4.394163 -1.441682 -3.541755  0.00
H: 4.240306 -1.585543 -5.294702  0.00
H: 4.251306 2.115257 -4.577360  0.00
H: 5.185814 0.790610 -5.258880  0.00
H: 5.046217 0.950466 -3.504103  0.00
H: 3.179597 3.444974 1.887584  0.00
H: 4.878065 3.508896 2.373115  0.00
H: 3.678824 2.834328 3.474450  0.00
H: 3.749929 2.150293 -0.228497  0.00
H: 4.797622 0.734190 -0.135409  0.00
H: 5.454038 2.342774 0.213297  0.00
H: 5.205121 0.810568 3.618511  0.00
H: 6.308083 1.384008 2.372143  0.00
H: 5.515671 -0.184240 2.187466  0.00
C: -6.514948 3.620497 2.139115  0.00
C: -5.997432 3.832475 0.744172  0.03
C: -6.439293 4.953991 0.041876  0.00
C: -6.092929 5.183260 -1.278439  0.03
C: -5.282865 4.278840 -1.955893  0.00
C: -4.802436 3.175440 -1.282696  0.03
C: -5.140712 2.947430 0.059256  0.06
P: -4.418278 1.454940 0.753434  0.44
C: -4.023311 1.662239 2.486668  0.07
C: -3.378473 2.882714 2.761764  0.05
C: -2.956202 3.180043 4.037593  0.00
C: -3.140862 2.243536 5.051000  0.07
C: -3.772743 1.039515 4.781272  0.00
C: -4.229989 0.712407 3.508460  0.05
C: -4.955032 -0.584772 3.300621  0.01
C: -5.431546 0.051026 0.282600  0.09
C: -6.806256 0.322232 0.255054  0.03
C: -7.711048 -0.668537 -0.061111  0.02
C: -7.243912 -1.929368 -0.392645  0.02
C: -5.887330 -2.187051 -0.418277  0.04
C: -4.930797 -1.213384 -0.087433  0.07
C: -3.546594 -1.792233 -0.133790  0.50
H: -7.551030 3.950118 2.202657  0.00
H: -5.949973 4.217335 2.858729  0.00
H: -6.466228 2.580830 2.453913  0.00
H: -7.088455 5.652996 0.554556  0.00
H: -6.464353 6.064754 -1.783346  0.00
H: -5.026439 4.446816 -2.992695  0.00
H: -4.154905 2.470497 -1.794240  0.00
H: -3.247930 3.603026 1.962256  0.00
H: -2.491008 4.132052 4.254900  0.00
H: -2.790469 2.462014 6.051351  0.00
H: -3.932616 0.332014 5.586140  0.00
H: -5.150731 -1.062376 4.258389  0.00
H: -4.371989 -1.277903 2.690354  0.00
H: -5.912657 -0.430813 2.805152  0.00
H: -7.162413 1.310167 0.515890  0.00
H: -8.770902 -0.454644 -0.054323  0.00
H: -7.937444 -2.717517 -0.653473  0.00
H: -5.548764 -3.180320 -0.686405  0.00
H: -3.512016 -2.476123 -0.982555  0.03
H: -3.357700 -2.354992 0.786570  0.03

Forces on atoms 1 to 2 (eV/Å):
1.276 -0.214 0.802
-0.018 -0.077 0.087

The maximum force is 0.0317 Eh/bohr. As for the spin multiplicity: 5. Its expectation value of S² is 6.034. As for the net charge: +3. The HOMO-LUMO gap (spin up / spin down) is 7.459 / 4.871 eV. The energy above the lowest of the compared OMol25 structures with the same formula, charge and spin is 28.4 kcal/mol. For the HOMO energy (spin up / spin down), the calculation gives -15.32 / -15.74 eV. The calculation puts the LUMO energy (spin up / spin down) at -7.86 / -10.87 eV. The total energy is -3872.2240 a.u.



(2)
Density functional theory data (ωB97M-V/def2-TZVPD) for a molecular structure, C48H59NOP3Pd.

Last column: Löwdin charge in e.
CARTESIAN COORDINATES (ANGSTROEM)
Pd: 0.264132 -1.355927 -0.965267  0.75
C: -1.962476 -1.821967 1.342396  -0.24
P: -1.149234 -3.459218 0.743668  1.10
C: -1.201980 -4.364445 2.333531  -0.39
C: -0.133565 -4.627945 3.183849  -0.08
C: -0.332540 -5.387415 4.330000  -0.08
C: -1.588216 -5.888837 4.632086  -0.08
C: -2.658878 -5.639939 3.783585  -0.08
C: -2.462279 -4.890936 2.636646  -0.12
C: 0.638592 -3.030608 0.531931  -0.49
C: 1.217081 -3.560088 -0.649336  -0.19
C: 2.587862 -3.437673 -0.884724  -0.07
C: 3.392319 -2.787008 0.039770  -0.06
C: 2.832664 -2.244133 1.190538  -0.06
C: 1.472205 -2.348923 1.432237  -0.12
C: -2.608971 -1.210596 0.171006  -0.40
C: -3.978563 -1.184494 -0.258701  -0.04
C: -3.964143 -0.774611 -1.566108  -0.04
C: -2.588435 -0.557339 -1.906773  -0.42
C: -1.910591 -0.347951 -3.210019  -0.23
P: -0.454838 -1.534604 -3.211735  1.09
C: -1.275820 -3.084386 -3.729320  -0.33
C: -2.196238 -3.680456 -2.866112  -0.10
C: -2.866686 -4.832567 -3.242024  -0.06
C: -2.609611 -5.417520 -4.473932  -0.06
C: -1.673681 -4.850190 -5.323825  -0.07
C: -1.007831 -3.689082 -4.957015  -0.08
C: 0.575716 -1.048647 -4.618210  -0.37
C: 0.032270 -0.651213 -5.839771  -0.09
C: 0.868383 -0.328069 -6.895598  -0.06
C: 2.246300 -0.405631 -6.739172  -0.06
C: 2.791485 -0.788542 -5.522771  -0.06
C: 1.957811 -1.103572 -4.459876  -0.09
N: -1.814973 -0.765958 -0.825311  -0.01
H: -1.150071 -1.193189 1.705415  0.05
H: -2.666039 -2.054311 2.138252  0.09
H: 0.854961 -4.254049 2.955136  0.09
H: 0.502958 -5.591292 4.987356  0.11
H: -1.729601 -6.482650 5.525661  0.11
H: -3.636617 -6.044544 4.010412  0.11
H: -3.289891 -4.708350 1.958051  0.10
H: 0.605816 -4.167986 -1.305717  0.09
H: 3.018766 -3.874454 -1.776520  0.11
H: 4.457369 -2.704050 -0.131433  0.11
H: 3.462792 -1.736245 1.909307  0.11
H: 1.060033 -1.923381 2.339015  0.10
H: -4.838330 -1.452709 0.335160  0.10
H: -4.808242 -0.639059 -2.224179  0.11
H: -1.494336 0.662045 -3.272690  0.08
H: -2.580891 -0.515018 -4.052057  0.10
H: -2.375126 -3.260469 -1.886314  0.06
H: -3.585246 -5.280700 -2.567945  0.11
H: -3.125367 -6.322702 -4.766532  0.11
H: -1.454073 -5.307830 -6.279654  0.11
H: -0.274655 -3.260148 -5.624774  0.10
H: -1.043057 -0.603293 -5.964641  0.11
H: 0.442159 -0.020282 -7.841465  0.11
H: 2.894273 -0.164192 -7.571509  0.11
H: 3.865434 -0.836377 -5.400512  0.11
H: 2.371633 -1.388324 -3.498878  0.09
O: 1.107008 0.640307 0.220785  -0.39
P: 0.752748 1.789429 1.123120  0.82
C: 2.096190 3.045652 1.040337  -0.32
C: 2.569886 3.264977 -0.420329  -0.18
C: 2.270517 4.678825 -0.913015  -0.20
C: 2.971249 5.732745 -0.044458  -0.18
C: 2.934359 5.362843 1.452871  -0.18
C: 1.804382 4.376407 1.746318  -0.19
C: -0.914617 2.427834 0.661918  -0.31
C: -0.940625 2.645741 -0.858606  -0.20
C: -2.335776 3.101479 -1.276481  -0.18
C: -2.685224 4.475771 -0.662788  -0.18
C: -1.767096 4.830355 0.511493  -0.20
C: -1.524562 3.629991 1.425875  -0.18
C: 0.636066 1.166011 2.856618  -0.33
C: -0.064163 2.059158 3.890152  -0.19
C: 0.158708 1.466750 5.280369  -0.18
C: 1.640894 1.575694 5.685148  -0.18
C: 2.568941 1.576449 4.458935  -0.19
C: 2.011322 0.668996 3.364559  -0.20
H: 2.902551 2.538517 1.580440  0.11
H: 2.115397 2.522165 -1.078837  0.09
H: 3.648817 3.103980 -0.472404  0.12
H: 1.191587 4.853465 -0.901662  0.08
H: 2.593559 4.780807 -1.949868  0.12
H: 2.491446 6.699200 -0.206948  0.11
H: 4.009260 5.833222 -0.366193  0.11
H: 2.804871 6.261123 2.057335  0.11
H: 3.882097 4.908353 1.753652  0.12
H: 0.865783 4.805761 1.392256  0.09
H: 1.714598 4.229622 2.822741  0.09
H: -1.525619 1.538765 0.863907  0.11
H: -0.661857 1.711140 -1.345204  0.08
H: -0.202937 3.395805 -1.153865  0.10
H: -3.057888 2.350298 -0.940860  0.11
H: -2.408636 3.151013 -2.365326  0.11
H: -3.722913 4.471576 -0.323329  0.11
H: -2.605761 5.257610 -1.419665  0.11
H: -2.205035 5.645142 1.090149  0.12
H: -0.812451 5.203094 0.130903  0.09
H: -2.484772 3.326397 1.851128  0.12
H: -0.900222 3.939148 2.261936  0.08
H: 0.001122 0.286705 2.709033  0.09
H: -1.129569 2.129319 3.666203  0.11
H: 0.338654 3.073194 3.875113  0.10
H: -0.150054 0.416870 5.268449  0.11
H: -0.470805 1.971683 6.014037  0.11
H: 1.893118 0.739910 6.340280  0.11
H: 1.808315 2.489825 6.257500  0.11
H: 3.564936 1.238153 4.747052  0.11
H: 2.681120 2.592321 4.071931  0.10
H: 1.903814 -0.333645 3.788946  0.11
H: 2.715347 0.578098 2.533765  0.09

Forces on atoms 1 to 2 (eV/Å):
-1.504 1.186 -1.479
0.478 -0.608 -0.279

The maximum force is 0.0480 Eh/bohr. As for the spin multiplicity: 1. As for the net charge: +1. The HOMO-LUMO gap (spin up / spin down) is 5.187 / 4.208 eV. For the HOMO energy (spin up / spin down), the calculation gives -9.66 / -9.33 eV. The calculation puts the LUMO energy (spin up / spin down) at -4.47 / -5.12 eV. The total energy is -3146.2355 a.u.



- Among the records above, which one has the highest net charge?
  C48H59BN6PPtS3